The following is a DFT calculation (wB97M-V/def2-TZVPD) of a molecular structure, C54H77CaGeO4 at a distorted geometry.

Net charge = +1
LUMO energy (alpha / beta) = -4.563 / -5.118 eV
HOMO-LUMO gap (alpha / beta) = 4.5 / 4.0 eV
Relative energy (zero: lowest compared OMol25 entry of this formula, charge and spin) = 136.0 kJ/mol
HOMO energy (alpha / beta) = -9.09 / -9.09 eV

Each line ends with the Mulliken charge.
Positions of all 137 atoms, in Å:
Ca (0.081, -0.839, -1.103)  2.10
C (3.579, -1.283, -1.887)  -1.02
O (2.396, -0.830, -1.214)  -0.38
C (2.640, 0.182, -0.266)  0.15
C (2.701, 1.518, -0.655)  -0.12
C (2.555, 1.992, -2.092)  -1.21
C (1.267, 2.753, -2.316)  0.51
C (1.242, 4.097, -2.637)  -1.17
C (0.049, 4.796, -2.845)  -0.17
C (-1.136, 4.100, -2.613)  -0.71
C (-1.151, 2.750, -2.294)  0.64
C (-2.433, 1.988, -2.041)  -1.21
C (-2.562, 1.568, -0.584)  -0.23
C (-2.788, 2.570, 0.361)  -0.33
C (-2.915, 2.300, 1.714)  -0.10
C (-2.795, 0.969, 2.118)  -0.53
C (-2.569, -0.057, 1.221)  -0.45
C (-2.487, -1.483, 1.724)  -0.92
C (-1.149, -1.992, 2.227)  0.01
C (-1.112, -3.049, 3.101)  -0.38
C (0.097, -3.635, 3.517)  0.16
C (1.310, -3.080, 3.051)  -0.88
C (1.345, -2.045, 2.161)  0.09
C (2.654, -1.629, 1.519)  -0.98
C (2.761, -0.186, 1.074)  -0.05
C (2.973, 0.802, 2.023)  -0.07
C (3.050, 2.147, 1.676)  -0.06
C (2.903, 2.474, 0.333)  -0.59
C (3.271, 3.252, 2.703)  2.11
C (3.489, 2.700, 4.114)  -2.26
C (2.032, 4.160, 2.725)  -1.77
C (4.510, 4.071, 2.310)  -1.75
C (0.095, -1.467, 1.719)  0.69
O (0.092, -0.550, 0.856)  -0.84
C (0.141, -4.881, 4.378)  2.00
C (-1.253, -5.363, 4.785)  -2.07
C (0.959, -4.602, 5.650)  -1.73
C (0.825, -5.995, 3.561)  -1.27
C (-2.469, 0.256, -0.139)  0.65
O (-2.205, -0.783, -1.052)  -0.19
C (-3.362, -1.257, -1.750)  -1.20
C (-3.207, 3.381, 2.749)  2.19
C (-2.071, 3.422, 3.781)  -1.46
C (-3.336, 4.766, 2.115)  -2.21
C (-4.531, 3.046, 3.456)  -1.74
C (0.056, 2.024, -2.271)  -0.06
O (0.060, 0.714, -2.278)  -1.73
C (0.084, 6.230, -3.366)  2.16
C (0.884, 7.136, -2.420)  -1.66
C (0.763, 6.223, -4.748)  -1.67
C (-1.315, 6.824, -3.534)  -2.10
H (4.453, -1.139, -1.253)  0.40
H (3.722, -0.743, -2.823)  0.28
H (3.462, -2.344, -2.101)  0.19
H (2.584, 1.149, -2.784)  0.11
H (3.394, 2.651, -2.319)  0.67
H (2.187, 4.622, -2.730)  0.43
H (-2.083, 4.622, -2.675)  0.45
H (-2.464, 1.122, -2.704)  0.28
H (-3.279, 2.635, -2.280)  0.66
H (-2.850, 3.587, -0.004)  0.73
H (-2.873, 0.717, 3.170)  0.64
H (-2.814, -2.161, 0.930)  -0.04
H (-3.203, -1.599, 2.539)  0.80
H (-2.053, -3.442, 3.463)  0.71
H (2.251, -3.512, 3.370)  0.59
H (2.802, -2.289, 0.659)  0.30
H (3.459, -1.846, 2.223)  0.70
H (3.064, 0.496, 3.058)  0.73
H (2.935, 3.512, 0.024)  0.68
H (2.617, 2.148, 4.468)  0.35
H (3.655, 3.531, 4.801)  0.48
H (4.365, 2.049, 4.160)  0.42
H (1.145, 3.581, 2.993)  0.32
H (1.856, 4.621, 1.752)  0.36
H (2.162, 4.954, 3.462)  0.51
H (5.385, 3.425, 2.225)  0.39
H (4.715, 4.827, 3.070)  0.46
H (4.369, 4.585, 1.359)  0.32
H (-1.773, -4.617, 5.390)  0.42
H (-1.158, -6.268, 5.384)  0.45
H (-1.867, -5.604, 3.916)  0.38
H (0.502, -3.804, 6.237)  0.39
H (1.984, -4.313, 5.420)  0.31
H (0.993, -5.503, 6.263)  0.49
H (0.296, -6.167, 2.621)  0.06
H (0.820, -6.924, 4.133)  0.46
H (1.861, -5.748, 3.329)  0.36
H (-4.052, -0.440, -1.950)  0.46
H (-3.879, -2.021, -1.164)  0.25
H (-3.029, -1.690, -2.693)  0.26
H (-1.121, 3.658, 3.298)  0.17
H (-1.965, 2.467, 4.298)  0.35
H (-2.276, 4.189, 4.531)  0.48
H (-2.412, 5.066, 1.617)  0.41
H (-3.548, 5.502, 2.891)  0.46
H (-4.153, 4.802, 1.392)  0.39
H (-4.462, 2.111, 4.013)  0.31
H (-5.340, 2.953, 2.729)  0.38
H (-4.791, 3.837, 4.160)  0.47
H (1.916, 6.798, -2.317)  0.30
H (0.429, 7.156, -1.428)  0.35
H (0.903, 8.156, -2.811)  0.46
H (1.792, 5.866, -4.685)  0.32
H (0.779, 7.233, -5.164)  0.48
H (0.219, 5.574, -5.437)  0.34
H (-1.845, 6.879, -2.581)  0.40
H (-1.911, 6.241, -4.237)  0.40
H (-1.233, 7.838, -3.927)  0.43
C (-1.985, -6.686, -3.058)  -1.12
C (-1.157, -6.838, -1.785)  -0.41
C (-1.590, -5.916, -0.646)  -0.40
C (-1.655, -4.422, -0.984)  -0.18
Ge (0.146, -3.566, -1.184)  0.69
C (1.103, -4.079, -2.860)  -0.60
C (0.574, -3.361, -4.103)  0.00
C (1.279, -3.819, -5.377)  -0.63
C (0.754, -3.126, -6.630)  -1.29
H (-1.739, -7.472, -3.772)  0.40
H (-1.802, -5.728, -3.548)  0.12
H (-3.053, -6.756, -2.837)  0.36
H (-0.102, -6.668, -2.012)  0.15
H (-1.231, -7.868, -1.430)  0.46
H (-0.911, -6.063, 0.200)  -0.34
H (-2.585, -6.219, -0.304)  0.55
H (-2.150, -3.899, -0.163)  -0.22
H (-2.243, -4.239, -1.884)  0.66
H (0.960, -4.214, -0.017)  -0.22
H (0.995, -5.160, -2.969)  0.40
H (2.168, -3.882, -2.730)  0.38
H (0.702, -2.277, -3.993)  -0.07
H (-0.500, -3.550, -4.208)  0.26
H (1.152, -4.901, -5.478)  0.34
H (2.352, -3.631, -5.277)  0.34
H (-0.307, -3.335, -6.776)  0.32
H (1.289, -3.473, -7.514)  0.40
H (0.879, -2.044, -6.561)  0.29